[1]
{"formula": "C5H13N3", "method": "ωB97M-V/def2-TZVPD", "species": ["C", "C", "C", "C", "C", "N", "N", "N", "H", "H", "H", "H", "H", "H", "H", "H", "H", "H", "H", "H", "H"], "coordinates": [[-1.8644, 0.1203, 2.4017], [-1.2643, -1.6799, 0.5679], [-0.1550, -0.7332, 0.8122], [-2.2665, -1.6239, -0.5254], [3.1302, 1.1366, -1.3105], [-1.2113, -0.5921, 1.5675], [0.6805, 1.2199, -1.0024], [1.9406, 1.7192, -0.7586], [-1.3053, 0.8773, 2.8184], [-2.8255, -0.0994, 2.6822], [-1.0644, -2.7011, 0.9490], [1.0048, -0.8406, 0.9434], [-1.6934, -1.2891, -1.4345], [-3.0088, -0.8329, -0.2934], [-2.8822, -2.5293, -0.7050], [3.7305, 0.7325, -0.4407], [3.0185, 0.4503, -2.2094], [3.7655, 1.9293, -1.6300], [0.2895, 0.6220, -1.8107], [-0.0318, 1.6964, -0.6029], [2.0129, 2.4176, -0.0188]], "forces_ev_per_angstrom": [[1.6, -0.7, -0.6], [0.5, -1.5, 0.5], [3.8, -1.2, -1.2], [-0.6, 1.4, -1.4], [1.2, -1.2, 0.2], [-1.6, -0.4, 0.8], [3.0, -1.7, -1.7], [-2.8, -1.5, -1.5], [0.8, 1.9, 1.1], [-2.3, -0.6, 0.5], [-0.2, 0.7, 0.3], [-2.5, 0.6, 0.0], [-1.0, -0.6, 0.5], [0.4, -0.3, -0.3], [0.9, 0.4, 0.2], [-0.7, -0.3, -1.0], [-0.3, 0.7, 1.5], [0.4, 1.0, -0.5], [2.2, 1.2, 1.1], [-2.4, 2.3, 1.7], [-0.3, -0.1, -0.2]], "lumo_ev": [-9.551, -9.782], "homo_energy_ev": [-17.59, -18.14], "gap_ev": [8.041, 8.363], "max_force_ha_per_bohr": 0.082, "charge": 2, "e_above_lowest_kj_mol": 571.2}

[2]
{"formula": "C3H6ClNO", "method": "ωB97M-V/def2-TZVPD", "species": ["C", "N", "C", "C", "O", "H", "H", "H", "H", "H", "Cl", "H"], "coordinates": [[-0.0339, -0.5306, 1.7404], [0.4130, 0.3977, 1.0308], [-0.0389, 0.0216, -0.3278], [-0.7918, -1.4098, -0.0505], [-0.8249, -1.4846, 1.3184], [-0.0826, -0.4642, 2.8361], [0.7690, 0.1109, -0.9933], [-0.8200, 0.6630, -0.6625], [-1.7093, -1.4249, -0.6821], [-0.1642, -2.2004, -0.3625], [1.5302, 2.9335, -1.3973], [1.7533, 3.3876, -2.4497]], "forces_ev_per_angstrom": [[-0.3, 2.1, 3.8], [0.1, -0.4, -1.2], [-1.6, -1.4, 1.6], [1.4, 1.9, -3.8], [-1.6, -1.2, 0.5], [0.7, -0.2, -0.3], [0.9, -0.6, -1.1], [-0.4, 1.0, -0.2], [0.1, -0.2, 1.4], [0.6, -1.1, -0.8], [-0.9, -1.9, 4.4], [0.9, 1.9, -4.4]], "smiles": "C1=NCCO1.Cl", "lumo_ev": 0.949, "homo_energy_ev": -9.60, "gap_ev": 10.552, "max_force_ha_per_bohr": 0.095, "e_above_lowest_kj_mol": 191.8}

[3]
{"formula": "C4H7N3", "method": "ωB97M-V/def2-TZVPD", "species": ["C", "C", "N", "C", "N", "C", "N", "H", "H", "H", "H", "H", "H", "H"], "coordinates": [[-1.4542, 0.6629, -0.6504], [-1.1236, -0.8667, 0.7410], [-0.0752, 0.1497, 0.3477], [1.1454, -0.2125, -0.2492], [1.2816, -1.3858, -0.7336], [2.1034, 0.8754, -0.3906], [2.8689, 1.7417, -0.4639], [-0.9242, 1.5312, -1.0832], [-2.3777, 0.9908, -0.1807], [-1.6094, -0.0967, -1.4099], [-0.9425, -1.7735, 0.1674], [-1.0530, -1.0613, 1.8202], [-0.0119, 0.9098, 1.0162], [2.1868, -1.4937, -1.1853]], "forces_ev_per_angstrom": [[0.1, 0.3, -0.4], [0.0, -0.4, 0.3], [-0.1, 0.1, 0.1], [-0.1, -0.3, -0.1], [0.1, 0.4, 0.2], [0.6, 0.7, 0.0], [-0.8, -0.9, 0.0], [-0.1, -0.2, 0.1], [0.2, -0.2, 0.0], [0.0, 0.1, 0.2], [0.0, 0.2, 0.0], [0.0, 0.1, -0.2], [0.2, -0.1, -0.2], [-0.1, 0.0, 0.0]], "lumo_ev": [-0.347, -0.346], "homo_energy_ev": [-6.86, -6.86], "gap_ev": [6.510, 6.512], "max_force_ha_per_bohr": 0.023, "e_above_lowest_kj_mol": 572.9}

What did the first record say?
{"formula": "C5H13N3", "method": "ωB97M-V/def2-TZVPD", "species": ["C", "C", "C", "C", "C", "N", "N", "N", "H", "H", "H", "H", "H", "H", "H", "H", "H", "H", "H", "H", "H"], "coordinates": [[-1.8644, 0.1203, 2.4017], [-1.2643, -1.6799, 0.5679], [-0.1550, -0.7332, 0.8122], [-2.2665, -1.6239, -0.5254], [3.1302, 1.1366, -1.3105], [-1.2113, -0.5921, 1.5675], [0.6805, 1.2199, -1.0024], [1.9406, 1.7192, -0.7586], [-1.3053, 0.8773, 2.8184], [-2.8255, -0.0994, 2.6822], [-1.0644, -2.7011, 0.9490], [1.0048, -0.8406, 0.9434], [-1.6934, -1.2891, -1.4345], [-3.0088, -0.8329, -0.2934], [-2.8822, -2.5293, -0.7050], [3.7305, 0.7325, -0.4407], [3.0185, 0.4503, -2.2094], [3.7655, 1.9293, -1.6300], [0.2895, 0.6220, -1.8107], [-0.0318, 1.6964, -0.6029], [2.0129, 2.4176, -0.0188]], "forces_ev_per_angstrom": [[1.6, -0.7, -0.6], [0.5, -1.5, 0.5], [3.8, -1.2, -1.2], [-0.6, 1.4, -1.4], [1.2, -1.2, 0.2], [-1.6, -0.4, 0.8], [3.0, -1.7, -1.7], [-2.8, -1.5, -1.5], [0.8, 1.9, 1.1], [-2.3, -0.6, 0.5], [-0.2, 0.7, 0.3], [-2.5, 0.6, 0.0], [-1.0, -0.6, 0.5], [0.4, -0.3, -0.3], [0.9, 0.4, 0.2], [-0.7, -0.3, -1.0], [-0.3, 0.7, 1.5], [0.4, 1.0, -0.5], [2.2, 1.2, 1.1], [-2.4, 2.3, 1.7], [-0.3, -0.1, -0.2]], "lumo_ev": [-9.551, -9.782], "homo_energy_ev": [-17.59, -18.14], "gap_ev": [8.041, 8.363], "max_force_ha_per_bohr": 0.082, "charge": 2, "e_above_lowest_kj_mol": 571.2}